Molecular formula: C28H49MnN3OPS3Si
Method: DFT, ωB97M-V with the def2-TZVPD basis set

Cartesian coordinates (Å):
H 2.949 -3.474 5.155
H 0.854 0.929 2.839
N 1.378 -1.097 0.344
H -3.414 -0.741 -1.646
H -3.349 -2.537 0.826
C 4.388 2.432 -1.499
C 0.837 -3.494 -1.854
C 0.350 -1.506 5.072
H -3.914 1.970 3.130
H -0.671 -5.133 -0.206
Mn -0.010 0.199 -0.225
H -1.855 -3.938 0.318
H -6.162 1.956 2.112
H -4.845 -2.766 -1.679
H -1.164 -4.404 4.543
H -3.436 -3.799 -1.510
H 5.031 2.398 -0.618
C 2.658 -1.356 0.040
H 4.177 1.421 -1.836
C -0.614 -3.349 -1.388
H -1.907 1.709 1.705
H 0.043 3.286 -0.943
H -4.408 1.487 -1.766
H 0.695 -0.771 -3.835
C -0.734 -4.006 3.622
C -1.347 -2.679 -4.249
H 1.741 2.383 2.312
C -5.426 1.720 0.110
H -3.193 -0.782 0.843
H -0.151 -3.725 0.708
H 1.102 -2.802 -2.655
H -1.243 -3.855 -2.123
C 1.624 4.709 -0.416
H 1.527 -3.333 -1.029
C 0.844 -1.559 1.485
C -4.022 1.853 2.060
H -0.043 -1.829 6.038
H 4.906 2.973 -2.293
C -3.080 -1.667 -1.167
N 1.012 3.550 -1.055
O 0.726 1.423 0.836
S 1.525 1.076 -1.991
C -2.894 1.711 1.267
C 1.451 1.367 2.031
H -2.062 -3.434 -3.937
C -3.036 1.554 -0.115
C -0.328 -0.439 -4.020
C 2.066 -4.047 4.866
H -1.590 -2.406 -5.277
C 2.868 -2.629 2.045
C -1.351 -1.392 -3.411
H 3.740 4.581 0.180
C -5.285 1.848 1.487
C -0.842 -4.064 -0.060
N 3.144 3.088 -1.173
P -1.237 -1.608 -1.533
C 1.555 -2.358 2.398
H 2.361 0.768 1.912
H -0.358 -3.138 -4.267
H -3.655 -2.806 -2.961
H 1.257 5.632 -0.858
H 3.499 5.142 -1.482
H -0.408 -0.885 4.592
H -0.466 -0.413 -5.102
C -3.775 -2.831 -1.883
C 3.115 4.474 -0.707
C -3.578 -1.623 0.277
C 1.914 2.618 -1.361
S -1.631 1.400 -1.162
H 2.388 -4.882 4.240
H -0.437 0.574 -3.646
H 1.231 -0.889 5.262
H 3.481 -3.236 2.701
H 1.410 4.722 0.655
H -2.333 -0.919 -3.515
H -4.665 -1.523 0.246
C -4.308 1.580 -0.692
H -1.501 -3.412 3.123
H 1.002 -4.508 -2.222
H -0.486 -4.854 2.980
H 4.461 -2.338 0.607
C 3.434 -2.127 0.868
H 1.642 -4.471 5.778
Si 0.783 -2.988 4.017
H -6.411 1.731 -0.338
H 3.026 -0.925 -0.881
S -0.783 -0.984 1.601

Computed properties:
Spin multiplicity   2
Energy   -117337.8579 eV
HOMO energy (spin up / spin down)   -0.39335 / -0.39541 Ha
Gap between HOMO and LUMO (spin up / spin down)   6.7 / 6.2 eV
Net charge   +1
⟨S²⟩   0.855
ΔE to the lowest compared entry with this formula, charge and spin   0.7 kcal/mol
Largest force on an atom   1.1 eV Å⁻¹
Lowest unoccupied orbital energy (spin up / spin down)   -4.00 / -4.51 eV

=====

Molecular formula: C22H26N4O2
Method: DFT, ωB97M-V with the def2-TZVPD basis set

Cartesian coordinates (Å):
H -3.389 2.170 0.126
H 4.082 1.543 -1.451
H -2.703 -2.267 -0.108
C 1.771 -3.271 -0.221
H -0.860 -2.088 -1.753
H 1.192 -4.060 1.686
C -6.456 0.789 -0.034
C -4.135 1.391 0.157
C 3.240 2.075 0.432
C -5.456 1.744 -0.044
H 1.397 -1.907 2.839
O 2.549 2.344 2.683
H -4.568 -1.925 0.619
H 4.542 -0.327 0.934
C -1.925 -1.519 0.035
C -4.798 -0.892 0.409
H -0.651 0.201 1.454
C 1.599 -1.969 1.778
H 2.377 -2.190 -1.963
H 1.717 -4.221 -0.730
C 4.819 0.130 -0.012
C -1.294 -1.183 -1.321
H -0.049 0.723 -3.043
H 4.073 2.722 0.714
H 5.710 0.732 0.147
N -2.465 -0.331 0.659
O 2.191 1.740 -2.666
C 0.504 0.068 -2.348
H -1.152 -1.932 0.691
C -3.771 0.060 0.383
C -1.414 0.650 0.809
C 2.134 -2.133 -0.913
N -0.234 -0.210 -1.133
C 2.609 1.605 1.719
H 2.505 2.715 -0.068
C 3.710 1.016 -0.564
N 2.563 0.242 -1.028
C 1.826 0.760 -2.045
H -1.502 1.485 -1.194
H 5.057 -0.660 -0.721
H 0.703 -0.873 -2.865
H 1.719 0.236 2.800
N 2.067 0.356 1.853
H -5.702 2.782 -0.221
C 2.197 -0.894 -0.284
C 1.972 -0.810 1.095
C 1.487 -3.183 1.132
H -1.796 1.541 1.304
C -0.763 1.003 -0.531
H -6.880 -1.293 0.226
H -2.079 -0.806 -2.001
C -6.113 -0.532 0.199
H 0.060 1.704 -0.370
H -7.485 1.069 -0.198

Computed properties:
Spin multiplicity   1
Energy   -33292.4586 eV
HOMO energy   -0.28294 Ha
Gap between HOMO and LUMO   8.3 eV
Net charge   0
Structure (SMILES)   C[C@@H]1CC(=O)Nc2ccccc2N1C(=O)CN1CCN(c2ccccc2)CC1
ΔE to the lowest compared entry with this formula, charge and spin   14.9 kcal/mol
Largest force on an atom   0.7 eV Å⁻¹
Lowest unoccupied orbital energy   0.63 eV